--- A ---
DFT (ωB97M-V/def2-TZVPD) results for one molecule with the formula C6H16N2.

Positions of all 24 atoms, in Å:
C -0.71546 0.61117 1.60645
N 0.30167 0.33278 0.54456
C 0.68980 -0.93961 0.03230
C 0.88728 -0.88063 -1.45322
C 1.25778 -2.28960 -2.05069
N 0.84948 -2.36511 -3.51584
C -0.62606 2.08786 1.99840
C -2.08951 2.55996 2.35387
H -1.56728 0.24306 1.20161
H -0.37581 -0.12042 2.46119
H 0.66946 1.11816 -0.13084
H -0.11836 -1.70065 0.22385
H 1.61091 -1.35986 0.47564
H 0.23634 -0.28546 -1.96012
H 1.92019 -0.24600 -1.50788
H 2.31098 -2.81051 -1.83882
H 0.52611 -3.01247 -1.68942
H 1.67268 -2.74978 -4.15938
H 0.65447 -1.49925 -3.79459
H -0.16715 2.22197 2.99619
H -0.34387 2.73732 1.14629
H -2.22131 3.68055 2.69460
H -2.70927 1.81840 2.88827
H -2.65309 2.84810 1.47759

Computed properties:
Molecular weight (Da): 116.21
SMILES: CCCNCCCN
HOMO (eV): -8.000
Net charge: 0

What are the Löwdin partial charges on each atom? They are as follows, in elementary charge units: -0.22 -0.13 -0.32 -0.21 -0.26 -0.03 -0.22 -0.15 0.06 0.15 0.15 0.13 0.11 0.06 0.15 0.14 0.08 0.12 -0.04 0.10 0.11 0.10 0.07 0.04

---

--- B ---
DFT (ωB97M-V/def2-TZVPD) results for a 2-piece molecular cluster, C6H16N2 overall.

Positions of all 24 atoms, in Å:
C 0.17073 1.07333 1.60180
C -0.41203 0.44366 2.84651
N 1.40796 0.48352 1.20726
H 2.03529 0.27442 1.97601
H 1.88332 1.02089 0.49253
H 0.16066 2.16801 1.61552
H -0.53845 0.67200 0.56138
H 0.25467 0.53430 3.70745
H -0.57820 -0.62114 2.67149
H -1.36570 0.90449 3.09643
C -1.13504 0.59067 -1.96979
C 1.64383 -0.65673 -1.76712
C -0.75076 -0.37600 -0.87126
N -1.88556 -1.10392 -0.39791
C 0.49162 -0.98831 -0.87638
H -1.65035 -1.82773 0.27004
H -2.50130 -1.45124 -1.12154
H 0.60504 -1.88164 -0.27534
H -2.06125 1.08086 -1.69929
H -1.29486 0.07968 -2.91662
H -0.35434 1.32446 -2.14432
H 1.68489 -1.33365 -2.62761
H 1.60411 0.36244 -2.14899
H 2.58573 -0.77237 -1.23025

Computed properties:
Molecular weight (Da): 116.21
SMILES: C/C=C(\C)N.CCN
HOMO (eV): -7.324
Net charge: 0

What are the Löwdin partial charges on each atom? They are as follows, in elementary charge units: -0.36 -0.11 -0.02 0.08 0.08 0.10 0.13 0.07 0.07 0.07 -0.06 -0.12 -0.46 0.04 -0.16 0.07 0.08 0.10 0.07 0.08 0.07 0.08 0.06 0.06

---

Need the numbers? Relative energies in kJ/mol: A 127.5; B 0.0.

---

--- A ---
DFT (ωB97M-V/def2-TZVPD) results for one molecule with the formula C2H3NO.

Positions of all 7 atoms, in Å:
C 0.24992 0.90470 -1.20414
C -0.14595 -0.55796 0.61125
N 0.01468 1.87469 -1.75134
O 0.66454 -0.28523 -0.50183
H 0.53717 -0.63056 1.48957
H -0.37555 -1.61832 0.58023
H -0.94482 0.31267 0.77625

Computed properties:
Molecular weight (Da): 57.05
SMILES: COC#N
HOMO (eV): -11.128
Net charge: 0

What are the Löwdin partial charges on each atom? They are as follows, in elementary charge units: -0.25 -0.11 0.15 -0.10 0.09 0.08 0.15

---

--- B ---
DFT (ωB97M-V/def2-TZVPD) results for one molecule with the formula C2H3NO.

Positions of all 7 atoms, in Å:
C -1.54603 -0.03338 -0.16816
C -0.18804 -0.51329 -0.09122
N -0.57527 0.94990 -0.19538
O -2.97996 -0.15741 0.09906
H 0.03271 -0.89368 0.91929
H 0.59250 -0.87666 -0.75564
H -0.60650 1.51880 0.54907

Computed properties:
Molecular weight (Da): 57.05
SMILES: O=C1CN1
HOMO (eV): -10.098
Net charge: 0

What are the Löwdin partial charges on each atom? They are as follows, in elementary charge units: -0.24 -0.04 0.13 -0.12 0.11 0.11 0.07

---

Need the numbers? Relative energies in kJ/mol: A 0.0; B 147.5.

---

--- A ---
DFT (ωB97M-V/def2-TZVPD) results for one molecule with the formula C3H3NO.

Positions of all 8 atoms, in Å:
C 0.93904 -0.62902 0.93896
C -0.61010 0.82706 -0.66896
C 0.16000 -0.43403 -0.16332
N -1.74994 0.85649 -0.35517
O -0.36285 -0.88350 1.20852
H 1.68363 -0.16938 1.56565
H -0.03178 1.41684 -1.48548
H -0.02800 -0.98446 -1.04020

Computed properties:
Molecular weight (Da): 69.06
HOMO (alpha / beta) (eV): -8.296 / -9.397
Net charge: 0

What are the Löwdin partial charges on each atom? They are as follows, in elementary charge units: -0.08 -0.29 -0.21 0.19 0.02 0.11 0.14 0.12

---

--- B ---
DFT (ωB97M-V/def2-TZVPD) results for one molecule with the formula C3H3NO.

Positions of all 8 atoms, in Å:
C 0.07915 0.49140 -0.19150
C -1.21508 0.24550 -0.07117
C -2.38200 -0.14560 0.09286
H 2.97534 -0.71509 0.38921
H 0.63115 1.34312 0.14588
H -3.31095 -0.81744 -0.17953
N 0.96732 -0.47635 -0.19419
O 2.25508 0.07446 0.00844

Computed properties:
Molecular weight (Da): 69.06
SMILES: C#C/C=N/O
HOMO (eV): -9.260
Net charge: 0

What are the Löwdin partial charges on each atom? They are as follows, in elementary charge units: -0.22 -0.16 0.12 0.21 0.11 0.09 0.00 -0.16

---

--- C ---
DFT (ωB97M-V/def2-TZVPD) results for a 2-piece molecular cluster, C3H3NO overall.

Positions of all 8 atoms, in Å:
O -2.19693 0.63492 0.45092
C -1.34136 -0.03443 0.03236
C -0.28423 -0.81030 -0.10012
C 1.15570 0.81517 -0.06302
N 2.15893 0.43893 0.37998
H 0.41162 1.44826 -0.50801
H 0.13248 -1.17900 -1.01955
H -0.03622 -1.31355 0.82744

Computed properties:
Molecular weight (Da): 69.06
SMILES: C=C=O.C#N
HOMO (eV): -9.032
Net charge: 0

What are the Löwdin partial charges on each atom? They are as follows, in elementary charge units: 0.19 -0.27 -0.07 -0.19 0.07 0.07 0.09 0.11

---

--- D ---
DFT (ωB97M-V/def2-TZVPD) results for one molecule with the formula C3H3NO.

Positions of all 8 atoms, in Å:
C 0.37269 0.30979 0.66144
C 0.36491 0.42193 -0.74817
C -0.13652 -0.86315 0.01863
N -0.86376 0.82154 -0.01522
O -1.48937 -0.49273 -0.02498
H 0.70415 0.60238 1.61059
H 0.93362 1.04285 -1.55911
H 0.11427 -1.84261 0.05683

Computed properties:
Molecular weight (Da): 69.06
HOMO (eV): -9.754
Net charge: 0

What are the Löwdin partial charges on each atom? They are as follows, in elementary charge units: -0.15 -0.06 -0.19 0.06 -0.05 0.13 0.16 0.10

---

Need the numbers? Relative energies in kJ/mol: A 308.7; B 246.8; C 0.0; D 342.0.

---

--- A ---
DFT (ωB97M-V/def2-TZVPD) results for one molecule with the formula C3H3NO.

Positions of all 8 atoms, in Å:
O 0.36477 1.38545 -0.09774
C -0.72786 0.77332 0.07036
C -0.79421 -0.60880 0.05304
N 0.50187 -1.14352 -0.09750
C 1.45414 -0.42712 -0.26806
H -1.69731 1.27215 0.20721
H -1.57245 -1.12981 0.59091
H 2.47105 -0.12168 -0.45822

Computed properties:
Molecular weight (Da): 69.06
HOMO (eV): -8.571
Net charge: 0

What are the Löwdin partial charges on each atom? They are as follows, in elementary charge units: -0.05 -0.31 -0.14 0.05 0.14 0.12 0.09 0.11

---

--- B ---
DFT (ωB97M-V/def2-TZVPD) results for one molecule with the formula C3H3NO.

Positions of all 8 atoms, in Å:
C 0.53324 1.00507 0.07807
C 0.08186 -0.35263 -0.36020
C -0.93418 -0.93285 0.49624
H 1.16675 1.57124 -0.58788
H -0.18621 -0.39072 -1.42075
H 0.94209 -0.98528 -0.40978
N -1.80027 -1.42789 1.06313
O 0.19672 1.51305 1.14116

Computed properties:
Molecular weight (Da): 69.06
SMILES: N#CCC=O
HOMO (eV): -10.849
Net charge: 0

What are the Löwdin partial charges on each atom? They are as follows, in elementary charge units: -0.23 -0.14 -0.22 0.12 0.13 0.12 0.17 0.06

---

Need the numbers? Relative energies in kJ/mol: A 182.5; B 0.0.